1.
{
  "formula": "C20H10CsF5N2O2Se",
  "method": "wB97M-V/def2-TZVPD",
  "elements": ["Cs", "O", "C", "C", "C", "C", "C", "C", "C", "N", "N", "C", "O", "C", "C", "C", "C", "C", "C", "H", "H", "H", "H", "H", "H", "H", "H", "H", "H", "F", "C", "C", "F", "C", "F", "C", "Se", "C", "F", "C", "F"],
  "xyz": [[1.222905, -1.204135, -1.267311], [3.573129, -2.324413, -0.899967], [4.484066, -2.400697, -0.020885], [5.465311, -3.446256, -0.020109], [6.437085, -3.545780, 0.949395], [6.524162, -2.625644, 1.999773], [5.587214, -1.600909, 2.025523], [4.590695, -1.448994, 1.063251], [3.665392, -0.315192, 1.273808], [2.728461, 0.046213, 0.487148], [1.923533, 1.084516, 1.001862], [1.115487, 1.571905, 0.078983], [1.008992, 1.285667, -1.142037], [0.111791, 2.578593, 0.625352], [-1.042965, 2.790620, -0.127580], [-2.023609, 3.667493, 0.320261], [-1.847669, 4.354939, 1.514637], [-0.693398, 4.151796, 2.260972], [0.279157, 3.260391, 1.824485], [5.384390, -4.165910, -0.827510], [7.147154, -4.367807, 0.891701], [7.283309, -2.707699, 2.767043], [5.610263, -0.871709, 2.832447], [3.780350, 0.253074, 2.204987], [-1.151994, 2.231727, -1.048336], [-2.927346, 3.803331, -0.262553], [-2.610511, 5.040265, 1.868231], [-0.555106, 4.686191, 3.195061], [1.169238, 3.077128, 2.411590], [-8.304582, -1.105399, -1.957549], [-6.959252, -1.090052, -2.060649], [-6.287759, 0.078197, -2.362555], [-6.985593, 1.213507, -2.558873], [-4.904358, 0.074220, -2.459918], [-4.358161, 1.267333, -2.758890], [-4.113826, -1.051812, -2.266009], [-2.179340, -1.017521, -2.356065], [-4.839113, -2.204023, -1.976991], [-4.228587, -3.385454, -1.774116], [-6.221775, -2.243193, -1.869649], [-6.857144, -3.394513, -1.578939]],
  "forces_ev_per_angstrom": [[-1.463, -2.128, -1.314], [0.783, -0.486, 0.039], [-0.125, 0.270, 0.101], [-0.161, 0.193, 0.020], [0.134, -0.143, -0.008], [-0.154, 0.057, -0.129], [0.066, -0.024, 0.041], [-0.143, 0.361, 0.242], [0.113, -0.338, -0.199], [0.582, 0.927, 0.986], [0.379, -0.312, -0.183], [-0.412, 0.477, 0.276], [0.247, 1.422, 0.153], [0.054, -0.191, -0.271], [0.005, 0.085, 0.154], [0.084, -0.072, -0.033], [-0.027, 0.016, -0.008], [0.040, -0.009, 0.024], [-0.063, 0.093, 0.069], [0.083, -0.040, 0.024], [0.015, 0.018, 0.037], [0.022, -0.027, -0.002], [0.047, -0.022, 0.010], [0.111, -0.096, 0.075], [-0.042, 0.021, -0.010], [-0.001, 0.006, 0.008], [0.004, 0.004, -0.006], [0.004, -0.004, 0.002], [0.016, -0.032, -0.035], [-0.008, -0.009, -0.004], [-0.041, -0.020, -0.001], [0.174, -0.139, 0.017], [-0.021, -0.016, 0.003], [-0.248, 0.539, -0.088], [0.099, -0.149, 0.034], [0.929, -0.113, -0.023], [-1.073, -0.011, -0.035], [-0.299, -0.425, 0.115], [0.134, 0.122, -0.024], [0.180, 0.219, -0.059], [-0.024, -0.023, 0.002]],
  "charge": -2,
  "orbital_gap_ev": 5.7
}

2.
{
  "formula": "C5H14NS2",
  "method": "wB97M-V/def2-TZVPD",
  "elements": ["N", "C", "C", "C", "S", "S", "C", "C", "H", "H", "H", "H", "H", "H", "H", "H", "H", "H", "H", "H", "H", "H"],
  "xyz": [[-0.238528, 3.230381, -0.631129], [0.296218, 2.021146, -0.069651], [1.742080, 2.096051, 0.417972], [-0.625690, 1.542689, 1.082121], [-2.026550, 0.565294, 0.518640], [0.132706, -1.456993, -0.064063], [-0.887074, -2.868735, -0.541602], [0.013422, -4.114889, -0.515012], [-0.077001, 3.361082, -1.614330], [-1.217162, -0.574786, 0.174256], [-0.179698, 4.068058, -0.076235], [0.199233, 1.286624, -0.870530], [2.053308, 1.121156, 0.787107], [2.419814, 2.396930, -0.377737], [1.843580, 2.831089, 1.215913], [-0.071834, 0.953796, 1.815162], [-1.024530, 2.415634, 1.589427], [-1.666692, -2.967272, 0.212572], [-1.346301, -2.667845, -1.505592], [0.388424, -4.268163, 0.492479], [-0.577453, -4.972526, -0.834449], [0.849728, -3.998722, -1.205320]],
  "forces_ev_per_angstrom": [[-0.536, -0.337, 0.001], [-0.346, 0.307, -0.372], [-0.111, -0.031, 0.107], [0.515, -0.265, -0.025], [0.437, 0.620, 0.052], [-1.006, 0.145, -0.053], [-0.354, 0.252, 0.204], [0.276, 0.450, -0.159], [0.112, 0.214, 0.037], [0.624, -0.852, -0.126], [0.255, 0.098, -0.063], [0.292, -0.116, -0.011], [0.197, -0.045, 0.128], [-0.111, -0.028, -0.148], [-0.019, -0.028, 0.134], [-0.164, 0.018, 0.115], [-0.289, 0.091, 0.131], [0.009, -0.077, 0.057], [0.189, -0.126, -0.127], [0.052, -0.205, 0.029], [-0.035, 0.051, 0.060], [0.011, -0.136, 0.032]],
  "charge": 1,
  "orbital_gap_ev": 4.4
}

3.
{
  "formula": "C24H26BClMoN6O6S2",
  "method": "wB97M-V/def2-TZVPD",
  "elements": ["Mo", "O", "C", "C", "C", "C", "C", "C", "C", "N", "C", "C", "N", "C", "C", "C", "C", "C", "C", "C", "O", "H", "H", "H", "H", "H", "H", "H", "H", "H", "H", "H", "H", "H", "H", "C", "N", "C", "C", "N", "B", "N", "C", "C", "N", "C", "C", "S", "C", "S", "H", "H", "H", "H", "H", "H", "H", "H", "H", "H", "H", "H", "O", "Cl", "O", "O", "O"],
  "xyz": [[0.727935, -0.001867, -0.658973], [0.749119, -0.012257, 1.355243], [1.603058, 0.074181, 2.348040], [1.155960, 0.545585, 3.592734], [2.020021, 0.621468, 4.662364], [3.352476, 0.211148, 4.547618], [3.792800, -0.279428, 3.340783], [2.938643, -0.348124, 2.232358], [3.419384, -0.942051, 1.016030], [2.811644, -0.960781, -0.111264], [3.345812, -1.849077, -1.136211], [2.271852, -2.918809, -1.313166], [1.082104, -2.162137, -1.666038], [0.417111, -2.490742, -2.700977], [-0.482943, -1.556473, -3.352140], [-1.593089, -1.960121, -4.096348], [-2.332954, -1.036785, -4.802999], [-1.923498, 0.300005, -4.815761], [-0.806202, 0.714512, -4.121113], [-0.076643, -0.202921, -3.350708], [0.988623, 0.186040, -2.666314], [0.123619, 0.861486, 3.673088], [1.658414, 1.007631, 5.607631], [4.022513, 0.277300, 5.393281], [4.818335, -0.612715, 3.227365], [4.377159, -1.464300, 1.093345], [4.303261, -2.281061, -0.834076], [3.474414, -1.287420, -2.062618], [2.119372, -3.442016, -0.365018], [2.534173, -3.643681, -2.087845], [0.604751, -3.452156, -3.186745], [-1.877453, -3.006117, -4.098100], [-3.208204, -1.344764, -5.358110], [-2.487461, 1.022527, -5.393498], [-0.465904, 1.741735, -4.140354], [-1.080002, 4.337267, -0.900882], [-2.084602, 3.290972, -0.755386], [-2.710947, 2.670176, -1.758827], [-3.388770, 1.588504, -1.211716], [-3.168964, 1.567763, 0.102656], [-3.821617, 0.517704, 1.086648], [-2.721281, -0.264417, 1.870221], [-2.661871, -0.287428, 3.245440], [-1.699692, -1.161823, 3.614706], [-1.159913, -1.662959, 2.451607], [-0.086178, -2.631357, 2.361419], [-1.792755, -1.109493, 1.397977], [-1.444059, -1.468969, -0.249206], [-2.356183, 2.625318, 0.425867], [-1.783859, 3.041593, 1.914671], [-1.256652, 4.849586, -1.842432], [-0.090080, 3.882101, -0.911984], [-1.167383, 5.032794, -0.071829], [-2.606050, 2.975195, -2.785141], [-3.980059, 0.833015, -1.699195], [-4.482523, 1.107428, 1.899963], [-4.462644, -0.218774, 0.385783], [-3.314401, 0.327542, 3.837013], [-1.333676, -1.452816, 4.582656], [0.330538, -2.774100, 3.355479], [0.687223, -2.254311, 1.694887], [-0.462519, -3.577644, 1.975390], [2.964870, 2.146728, 0.593401], [2.500734, 1.900303, -0.764752], [1.885681, 3.104106, -1.298417], [3.608640, 1.478600, -1.605468], [-0.319226, 1.279598, -0.712041]],
  "forces_ev_per_angstrom": [[-0.589, -0.401, 0.189], [0.134, 0.108, -0.180], [0.028, 0.156, 0.020], [-0.013, 0.038, -0.034], [0.028, -0.013, 0.006], [-0.018, -0.001, 0.000], [0.004, -0.007, -0.003], [-0.003, -0.026, -0.003], [0.025, 0.058, 0.009], [-0.124, 0.043, 0.008], [0.015, -0.021, -0.011], [-0.009, 0.022, 0.022], [0.058, -0.021, -0.111], [-0.003, -0.024, 0.017], [0.016, 0.021, -0.037], [0.022, -0.002, 0.011], [-0.021, 0.012, -0.010], [0.007, -0.008, -0.003], [-0.013, -0.030, -0.004], [0.054, -0.003, -0.019], [-0.135, 0.035, 0.090], [0.031, 0.040, -0.010], [0.006, 0.006, 0.001], [-0.001, 0.001, 0.000], [-0.001, 0.002, -0.001], [0.002, 0.013, -0.009], [-0.005, -0.002, 0.000], [0.009, 0.005, 0.003], [-0.003, 0.010, 0.002], [0.004, -0.005, 0.006], [-0.008, -0.004, 0.008], [0.004, -0.001, -0.002], [0.000, -0.001, -0.004], [-0.010, 0.006, -0.014], [0.016, 0.009, 0.003], [-0.054, 0.030, 0.006], [-0.094, 0.086, 0.115], [0.061, -0.133, 0.014], [0.077, -0.020, -0.110], [0.010, 0.071, 0.125], [0.003, 0.033, -0.017], [0.017, -0.013, 0.015], [-0.039, -0.028, -0.024], [0.045, 0.016, -0.049], [-0.137, -0.154, 0.021], [0.012, -0.116, -0.009], [-0.040, 0.180, 0.071], [0.243, -0.028, -0.134], [-0.014, 0.000, -0.104], [-0.001, 0.003, 0.032], [-0.040, 0.029, -0.015], [0.023, -0.016, 0.047], [0.007, 0.001, -0.002], [-0.022, 0.014, 0.015], [-0.002, 0.012, 0.005], [-0.005, 0.007, -0.011], [0.005, -0.051, 0.014], [-0.012, -0.009, 0.005], [-0.005, -0.004, 0.000], [-0.003, -0.002, 0.008], [-0.071, -0.087, 0.056], [-0.016, -0.010, 0.013], [-0.010, -0.002, -0.030], [0.166, 0.007, -0.016], [0.046, 0.046, -0.093], [0.033, 0.043, -0.002], [0.306, 0.082, 0.112]],
  "orbital_gap_ev": [7.7, 5.7],
  "multiplicity": 3
}